Here is C27H24N5O3Pd as an isolated structure at a distorted geometry from the Open Molecules 2025 dataset. Energies are from ωB97M-V/def2-TZVPD.

Geometry (Å):
Pd  -1.779  0.368  0.593
O  -1.395  -1.472  0.920
C  -1.848  -2.165  1.902
C  -1.486  -3.526  2.030
C  -1.926  -4.365  3.064
C  -2.771  -3.870  4.043
C  -3.168  -2.539  3.979
C  -2.721  -1.697  2.936
C  -3.245  -0.298  3.022
N  -2.942  0.594  2.155
N  -3.463  1.863  2.300
C  -2.993  2.556  1.294
O  -2.231  2.213  0.362
C  -3.393  4.016  1.172
C  -4.251  4.553  2.147
C  -4.662  5.890  2.098
C  -4.219  6.718  1.068
C  -3.368  6.209  0.090
C  -2.960  4.871  0.143
H  -0.821  -3.940  1.271
H  -1.598  -5.398  3.083
H  -3.118  -4.508  4.846
H  -3.829  -2.145  4.744
H  -3.909  -0.048  3.864
H  -4.600  3.912  2.953
H  -5.325  6.272  2.867
H  -4.535  7.755  1.028
H  -3.013  6.839  -0.719
H  -2.295  4.480  -0.624
C  4.703  -4.754  -0.624
C  4.647  -3.388  -1.241
C  4.139  -2.299  -0.527
C  4.061  -1.034  -1.119
C  4.465  -0.844  -2.441
N  4.409  0.397  -3.110
C  3.856  1.577  -2.738
O  4.408  2.628  -3.070
N  2.712  1.641  -2.013
C  1.568  0.816  -2.037
C  1.331  -0.175  -2.986
C  0.162  -0.933  -2.921
C  -0.745  -0.664  -1.911
N  -0.568  0.303  -0.987
C  0.575  1.024  -1.080
C  4.999  -1.927  -3.147
C  5.078  -3.192  -2.556
H  4.525  -4.713  0.455
H  5.690  -5.202  -0.779
H  3.941  -5.399  -1.073
H  3.801  -2.422  0.500
H  3.697  -0.212  -0.512
H  5.080  0.515  -3.860
H  2.591  2.549  -1.581
H  2.026  -0.366  -3.796
H  -0.035  -1.713  -3.648
H  -1.667  -1.230  -1.820
H  0.679  1.790  -0.317
H  5.337  -1.808  -4.173
H  5.476  -4.025  -3.132
H  -3.083  -0.077  -0.389

Calculated values
Molecular weight in g mol⁻¹: 572.94
Charge: -1
HOMO-LUMO gap in eV: 3.6900
E in eV: -45460.1913

These are the Löwdin partial charges, in e, on atoms 1 to 8:
1. Pd 0.819
2. O -0.273
3. C -0.375
4. C -0.033
5. C -0.124
6. C -0.150
7. C -0.078
8. C -0.124



Here is a 5-piece molecular cluster, C25H75N13O6P4 overall from the Open Molecules 2025 dataset. Energies are from ωB97M-V/def2-TZVPD.

Geometry (Å):
O  -16.576  4.480  -23.995
P  -15.335  4.354  -24.779
N  -14.372  3.144  -24.186
C  -13.315  2.470  -24.916
C  -14.320  3.010  -22.724
N  -14.461  5.758  -24.771
C  -13.241  5.918  -25.526
C  -15.194  7.002  -24.474
N  -15.507  3.893  -26.372
C  -15.795  4.959  -27.351
C  -16.221  2.652  -26.627
H  -12.320  2.852  -24.670
H  -13.474  2.610  -25.985
H  -13.375  1.393  -24.733
H  -14.025  3.946  -22.241
H  -13.635  2.201  -22.481
H  -15.306  2.768  -22.323
H  -12.504  6.477  -24.944
H  -12.809  4.948  -25.767
H  -13.393  6.454  -26.471
H  -15.408  7.080  -23.410
H  -14.551  7.841  -24.740
H  -16.121  7.069  -25.043
H  -14.869  5.459  -27.624
H  -16.243  4.522  -28.238
H  -16.475  5.716  -26.948
H  -16.109  1.993  -25.763
H  -15.784  2.130  -27.481
H  -17.295  2.807  -26.765
O  -15.019  -2.791  -17.861
P  -15.897  -2.898  -19.035
N  -15.077  -3.407  -20.384
C  -13.650  -3.111  -20.492
C  -15.692  -3.926  -21.571
N  -16.618  -1.441  -19.366
C  -15.823  -0.248  -19.106
C  -17.692  -1.313  -20.315
N  -17.181  -3.948  -18.940
C  -18.331  -3.603  -18.121
C  -16.860  -5.370  -18.864
H  -13.297  -2.592  -19.607
H  -13.454  -2.498  -21.375
H  -13.098  -4.051  -20.613
H  -16.684  -4.323  -21.365
H  -15.080  -4.749  -21.965
H  -15.794  -3.204  -22.389
H  -14.864  -0.267  -19.638
H  -16.368  0.632  -19.445
H  -15.632  -0.147  -18.038
H  -18.101  -2.289  -20.569
H  -18.546  -0.732  -19.945
H  -17.388  -0.841  -21.259
H  -18.177  -3.863  -17.069
H  -18.560  -2.542  -18.190
H  -19.213  -4.115  -18.519
H  -16.595  -5.648  -17.839
H  -16.024  -5.600  -19.520
H  -17.723  -5.949  -19.200
O  -10.287  -0.366  -29.048
P  -11.718  -0.264  -29.341
N  -12.739  -1.065  -28.318
C  -12.619  -2.516  -28.251
C  -13.155  -0.470  -27.061
N  -12.097  -0.912  -30.813
C  -11.057  -0.957  -31.828
C  -13.440  -1.248  -31.231
N  -12.210  1.309  -29.268
C  -11.257  2.397  -29.191
C  -13.606  1.703  -29.388
H  -11.873  -2.816  -27.512
H  -12.354  -2.905  -29.232
H  -13.594  -2.926  -27.975
H  -13.487  0.557  -27.193
H  -12.367  -0.512  -26.300
H  -14.020  -1.010  -26.662
H  -11.367  -1.616  -32.639
H  -10.878  0.031  -32.275
H  -10.128  -1.302  -31.380
H  -13.496  -2.284  -31.583
H  -14.109  -1.192  -30.376
H  -13.800  -0.570  -32.013
H  -10.423  2.234  -29.877
H  -11.732  3.341  -29.447
H  -10.812  2.473  -28.193
H  -13.858  2.377  -28.558
H  -14.257  0.837  -29.326
H  -13.775  2.254  -30.318
O  -19.508  -0.340  -22.806
P  -19.932  1.070  -22.711
N  -19.180  2.022  -21.582
C  -19.607  2.035  -20.196
C  -17.794  2.415  -21.777
N  -21.538  1.252  -22.374
C  -22.160  2.540  -22.169
C  -22.441  0.114  -22.419
N  -19.557  1.829  -24.141
C  -19.493  3.262  -24.346
C  -19.870  1.055  -25.340
H  -19.586  3.054  -19.801
H  -19.027  1.353  -19.571
H  -20.648  1.712  -20.136
H  -17.066  1.712  -21.353
H  -17.615  3.370  -21.273
H  -17.619  2.543  -22.840
H  -22.776  2.839  -23.026
H  -22.807  2.503  -21.286
H  -21.406  3.311  -22.020
H  -21.860  -0.786  -22.623
H  -22.971  -0.035  -21.475
H  -23.148  0.217  -23.250
H  -20.433  3.732  -24.676
H  -19.179  3.743  -23.426
H  -18.767  3.466  -25.133
H  -19.373  1.505  -26.200
H  -20.949  0.938  -25.480
H  -19.425  0.062  -25.248
C  -15.881  0.196  -24.008
N  -14.810  -0.680  -23.443
O  -14.585  -1.731  -24.009
O  -14.213  -0.263  -22.469
H  -16.798  -0.168  -23.541
H  -15.914  0.040  -25.082
H  -15.616  1.222  -23.780

Calculated values
Molecular weight in g mol⁻¹: 777.86
Charge: 0
HOMO-LUMO gap in eV: 8.1683
ΔE to the lowest compared entry with this formula, charge and spin in kJ/mol: 0.0
E in eV: -95957.2432
SMILES string: CN(C)P(=O)(N(C)C)N(C)C.CN(C)P(=O)(N(C)C)N(C)C.CN(C)P(=O)(N(C)C)N(C)C.CN(C)P(=O)(N(C)C)N(C)C.C[N+](=O)[O-]

These are the Löwdin partial charges, in e, on atoms 1 to 8:
1. O -0.257
2. P 0.487
3. N -0.302
4. C -0.107
5. C -0.086
6. N -0.294
7. C -0.116
8. C -0.091



Here is a 2-piece molecular cluster, C3H5ClF3NOS overall at a distorted geometry from the Open Molecules 2025 dataset. Energies are from ωB97M-V/def2-TZVPD.

Geometry (Å):
C  2.336  -1.791  0.050
C  1.914  0.772  0.260
C  -4.119  0.142  -0.047
H  1.711  -1.954  0.988
H  2.510  -2.888  -0.426
H  3.386  -1.460  0.351
H  2.011  2.758  0.043
H  1.074  2.004  -1.361
N  1.383  1.907  -0.279
O  2.619  0.802  1.288
F  -3.312  0.946  -0.604
F  -4.726  0.750  0.986
F  -5.028  -0.098  -0.999
S  1.429  -0.648  -0.843
Cl  -3.190  -1.241  0.593

Calculated values
Molecular weight in g mol⁻¹: 195.59
Charge: 0
HOMO-LUMO gap in eV: 9.6984
E in eV: -38239.2041
SMILES string: FC(F)(F)Cl.CSC(N)=O

These are the Löwdin partial charges, in e, on atoms 1 to 8:
1. C -0.541
2. C -0.797
3. C -1.066
4. H 0.049
5. H 0.095
6. H 0.061
7. H 0.155
8. H 0.153



Here is one molecule with the formula C21H16BF3N4O4 at a distorted geometry from the Open Molecules 2025 dataset. Energies are from ωB97M-V/def2-TZVPD.

Geometry (Å):
O  5.837  3.900  -0.767
F  -2.712  3.178  3.123
F  -2.772  1.383  4.444
F  -0.890  2.322  3.973
N  -2.893  -0.720  1.182
N  -1.001  0.394  0.286
O  -4.883  -7.393  -1.229
O  -0.050  2.218  1.446
O  -3.081  -7.018  -2.866
B  -3.797  -6.665  -1.680
C  5.259  4.761  -0.159
C  7.090  6.318  -0.180
C  5.813  6.072  0.102
C  -1.952  -0.547  0.262
C  -2.939  0.147  2.143
C  -0.990  1.202  1.334
C  2.860  1.131  -0.527
C  1.597  1.078  0.028
C  -3.775  -4.448  -0.050
C  3.732  2.176  -0.290
C  2.078  3.238  1.042
C  -3.321  -3.167  -0.041
C  -2.111  -3.450  -2.118
C  1.187  2.150  0.828
C  -3.380  -5.270  -1.093
C  3.342  3.262  0.459
C  -2.482  -2.648  -1.066
C  -1.989  1.127  2.313
C  -2.622  -4.760  -2.150
N  4.005  4.507  0.430
N  -1.922  -1.395  -0.864
C  -2.107  2.045  3.497
C  -2.370  -5.820  -3.183
H  -4.955  -8.127  -1.886
H  7.696  5.497  -0.539
H  7.620  7.205  0.124
H  5.203  6.822  0.598
H  -3.632  0.013  2.958
H  3.142  0.299  -1.133
H  0.901  0.298  -0.233
H  -4.395  -4.829  0.754
H  4.634  2.291  -0.849
H  1.666  4.050  1.584
H  -3.543  -2.470  0.767
H  -1.489  -3.020  -2.872
H  3.593  5.247  0.988
H  -1.278  -1.050  -1.572
H  -1.303  -6.060  -3.122
H  -2.623  -5.476  -4.195

Calculated values
Molecular weight in g mol⁻¹: 456.19
Charge: 0
HOMO-LUMO gap in eV: 8.6632
E in eV: -45018.3947
SMILES string: C=CC(=O)Nc1cccc(Oc2nc(Nc3ccc4c(c3)COB4O)ncc2C(F)(F)F)c1

These are the Löwdin partial charges, in e, on atoms 1 to 8:
1. O 0.072
2. F 0.167
3. F 0.148
4. F 0.161
5. N 0.125
6. N 0.189
7. O 0.158
8. O 0.069